# 1
The following is a quantum chemistry calculation of the molecule C3H5NS in a non-equilibrium geometry, from OMol25.

```
! wB97M-V def2-TZVPD RIJCOSX def2/J DEFGRID3
* xyz 0 1
C -1.72 -0.97 2.00
C -0.87 -0.25 1.22
C -0.74 -0.55 -0.23
N 0.13 -0.15 -1.12
S 1.45 0.86 -0.85
H -1.84 -0.66 3.05
H -2.40 -1.90 1.65
H -0.18 0.51 1.60
H -1.62 -1.03 -0.69
H 1.83 1.07 -2.07
*
```

Results
SMILES: C=C/C=N\S
HOMO energy, eV: -8.705
HOMO-LUMO gap, eV: 9.01

# 2
The following is a quantum chemistry calculation of the molecule C3H5NS in a non-equilibrium geometry, from OMol25.

```
! wB97M-V def2-TZVPD RIJCOSX def2/J DEFGRID3
* xyz 0 1
C 0.69 -0.33 -1.72
C 0.21 -0.40 -0.45
N 0.07 0.52 0.53
C -0.88 0.28 1.59
S -0.99 1.41 2.64
H 0.70 -1.44 -2.12
H 1.02 0.56 -2.20
H 0.26 -1.50 -0.04
H 0.35 1.56 0.40
H -1.41 -0.65 1.36
*
```

Results
SMILES: C=CNC=S
HOMO energy, eV: -8.604
HOMO-LUMO gap, eV: 8.78

# 3
The following is a quantum chemistry calculation of the molecule C3H5NS in a non-equilibrium geometry, from OMol25.

```
! wB97M-V def2-TZVPD RIJCOSX def2/J DEFGRID3
* xyz 0 1
C 1.77 -0.46 0.04
C 0.73 0.32 -0.07
N -0.51 -0.22 -0.12
C -1.68 0.43 0.09
S -3.11 -0.29 0.00
H 2.69 0.01 0.24
H 1.67 -1.49 -0.01
H 0.70 1.40 -0.07
H -0.65 -1.20 -0.05
H -1.62 1.50 -0.07
*
```

Results
SMILES: C=CNC=S
HOMO energy, eV: -8.611
HOMO-LUMO gap, eV: 8.94

# 4
The following is a quantum chemistry calculation of the molecule C3H5NS in a non-equilibrium geometry, from OMol25.

```
! wB97M-V def2-TZVPD RIJCOSX def2/J DEFGRID3
* xyz 0 3
C -0.98 -0.34 -0.40
C -1.59 0.70 0.30
C 1.41 -0.82 0.18
N 0.18 -0.95 0.00
S 2.42 0.64 -0.02
H -1.14 -0.82 -1.36
H -1.14 0.85 1.23
H -2.56 1.17 0.09
H 1.30 1.19 -0.55
H 2.09 -1.64 0.53
*
```

Results
HOMO energy (alpha / beta), eV: -5.086 / -9.411
HOMO-LUMO gap (alpha / beta), eV: 6.02 / 7.51
Expectation value of S²: 2.010

# 5
The following is a quantum chemistry calculation of the molecule C3H5NS2 in a non-equilibrium geometry, from OMol25.

```
! wB97M-V def2-TZVPD RIJCOSX def2/J DEFGRID3
* xyz 0 1
S -1.86 0.76 0.54
C -0.69 0.16 -0.58
C 0.05 -1.10 -0.18
N 1.02 -0.86 0.81
C 1.62 0.28 0.80
S 1.14 1.45 -0.37
H -2.58 1.79 0.03
H -1.15 0.20 -1.62
H -0.54 -1.85 0.13
H 0.55 -1.40 -1.07
H 2.43 0.57 1.49
*
```

Results
SMILES: S[C@@H]1CN=CS1
HOMO energy, eV: -8.796
HOMO-LUMO gap, eV: 8.82

# 6
The following is a quantum chemistry calculation of the molecule C3H5NS3 in a non-equilibrium geometry, from OMol25.

```
! wB97M-V def2-TZVPD RIJCOSX def2/J DEFGRID3
* xyz 0 1
S -2.33 -1.61 -0.36
C -0.97 -0.78 -0.03
C -0.45 0.04 -1.18
S 1.38 0.35 -1.32
C 1.34 0.97 0.37
S 1.14 -0.27 1.77
N -0.41 -0.79 1.21
H -0.93 1.01 -1.24
H -0.68 -0.52 -2.00
H 2.28 1.46 0.52
H 0.45 1.69 0.48
H -0.80 -1.55 1.78
*
```

Results
SMILES: S=C1CSCSN1
HOMO energy, eV: -8.444
HOMO-LUMO gap, eV: 8.51

# 7
The following is a quantum chemistry calculation of the ion C3H5O2 with charge -1 in a non-equilibrium geometry, from OMol25.

```
! wB97M-V def2-TZVPD RIJCOSX def2/J DEFGRID3
* xyz -1 1
C 1.44 0.52 -1.08
C 0.19 0.95 -0.26
C -0.48 -0.25 0.41
O -0.33 -0.38 1.64
O -1.15 -0.98 -0.37
H 1.82 1.36 -1.63
H 2.23 0.18 -0.41
H 1.13 -0.31 -1.70
H -0.53 1.39 -0.96
H 0.50 1.74 0.41
*
```

Results
SMILES: CCC(=O)[O-]
HOMO energy, eV: -3.713
HOMO-LUMO gap, eV: 8.19

# 8
The following is a quantum chemistry calculation of a cluster of 2 separate species, C3H5O2 in total in a non-equilibrium geometry, from OMol25.

```
! wB97M-V def2-TZVPD RIJCOSX def2/J DEFGRID3
* xyz 1 1
C 1.98 -0.04 0.29
C -0.65 -0.53 -0.51
C -1.52 0.41 -0.10
O -0.24 -1.53 -0.87
O 1.01 0.52 -0.12
H 2.66 0.48 0.89
H 2.18 -1.14 0.33
H -0.95 1.14 0.37
H -2.27 -0.04 0.58
H -2.20 0.74 -0.87
*
```

Results
HOMO energy, eV: -16.176
HOMO-LUMO gap, eV: 11.15

# 9
The following is a quantum chemistry calculation of a structure of composition C3H5O2P in a non-equilibrium geometry, from OMol25.

```
! wB97M-V def2-TZVPD RIJCOSX def2/J DEFGRID3
* xyz 0 1
C 2.25 0.07 -0.14
C 1.12 -0.84 -0.08
C 0.17 0.22 0.52
O 3.33 0.35 -0.41
O 0.97 1.36 0.44
P -1.34 0.50 -0.46
H 1.01 -1.36 -1.05
H 1.24 -1.68 0.60
H 0.02 -0.09 1.52
H -1.69 -0.82 -0.16
H -0.72 0.36 -1.69
*
```

Results
HOMO energy, eV: -9.372
HOMO-LUMO gap, eV: 9.91

# 10
The following is a quantum chemistry calculation of a cluster of 2 separate species, C3H5O2P in total, from OMol25.

```
! wB97M-V def2-TZVPD RIJCOSX def2/J DEFGRID3
* xyz 0 1
C 0.27 -1.85 1.13
C -0.39 1.25 -0.57
C 0.98 -1.39 0.15
O 0.70 -2.92 1.91
O -1.39 -2.88 3.28
P -0.12 -3.58 3.15
H -0.70 -1.48 1.41
H -0.67 1.42 0.45
H -1.04 0.71 -1.22
H 0.52 1.65 -0.95
H 1.93 -1.56 -0.30
*
```

Results
HOMO energy (alpha / beta), eV: -8.962 / -9.601
HOMO-LUMO gap (alpha / beta), eV: 8.50 / 9.33

# 11
The following is a quantum chemistry calculation of a structure of composition C3H5O2P in a non-equilibrium geometry, from OMol25.

```
! wB97M-V def2-TZVPD RIJCOSX def2/J DEFGRID3
* xyz 0 1
C -0.54 -0.21 -0.61
C -0.64 1.12 -1.25
C 0.59 -0.48 0.30
O 0.43 1.27 -2.17
O -0.52 -1.06 -1.90
P -0.72 0.27 -2.86
H -1.49 -0.38 -0.06
H -1.00 1.97 -0.72
H 0.83 -1.47 0.55
H 0.30 0.14 1.10
H 1.38 0.00 -0.25
*
```

Results
HOMO energy, eV: -9.444
HOMO-LUMO gap, eV: 10.19

# 12
The following is a quantum chemistry calculation of a structure of composition C3H5O2Pm in a non-equilibrium geometry, from OMol25.

```
! wB97M-V def2-TZVPD RIJCOSX def2/J DEFGRID3
* xyz 1 6
H 2.26 2.41 0.50
O -0.09 -0.81 -0.20
C -0.06 0.39 -0.66
O -1.22 1.02 -0.56
C -2.16 0.71 0.39
H -3.03 1.36 0.34
H -2.24 -0.32 0.72
C 1.29 -1.39 -0.08
H 1.30 -1.83 0.93
H 1.29 -2.23 -0.80
Pm 2.67 0.68 -0.56
*
```

Results
HOMO energy (alpha / beta), eV: -11.798 / -13.340
HOMO-LUMO gap (alpha / beta), eV: 6.46 / 8.19
Expectation value of S²: 8.771

# 13
The following is a quantum chemistry calculation of a cluster of 2 separate species, C3H5O3 in total in a non-equilibrium geometry, from OMol25.

```
! wB97M-V def2-TZVPD RIJCOSX def2/J DEFGRID3
* xyz -1 1
C -0.25 1.74 1.00
C -0.83 1.33 -0.12
O -0.29 1.14 -1.36
H -0.83 1.72 1.90
H 0.71 2.20 1.00
H -1.94 1.16 0.09
H 0.35 0.21 -1.21
O 0.70 -1.19 -0.82
C 0.78 -2.43 -0.28
O 0.73 -2.81 0.94
H 0.88 -3.07 -1.14
*
```

Results
HOMO energy, eV: -4.942
HOMO-LUMO gap, eV: 9.29

# 14
The following is a quantum chemistry calculation of a cluster of 2 separate species, C3H5O3 in total in a non-equilibrium geometry, from OMol25.

```
! wB97M-V def2-TZVPD RIJCOSX def2/J DEFGRID3
* xyz 0 2
C -1.57 -1.19 -0.74
C -1.89 -2.37 -1.53
O -0.54 -2.13 -1.16
O -1.81 -1.17 0.60
H -1.48 -0.22 -1.22
H -2.12 -2.29 -2.60
H -1.41 -0.36 1.00
H -2.53 -3.03 -0.88
C -0.61 1.23 1.82
O -0.50 2.35 1.26
H -0.10 3.06 1.80
*
```

Results
HOMO energy (alpha / beta), eV: -8.468 / -9.911
HOMO-LUMO gap (alpha / beta), eV: 8.62 / 10.04
Expectation value of S²: 0.753

# 15
The following is a quantum chemistry calculation of a structure of composition C3H5O3Pm in a non-equilibrium geometry, from OMol25.

```
! wB97M-V def2-TZVPD RIJCOSX def2/J DEFGRID3
* xyz 1 6
C -0.29 -0.22 -0.68
O -0.68 -0.14 -1.84
O 0.70 -1.05 -0.40
O -0.57 0.58 0.33
C 1.22 -0.79 0.92
C 0.22 0.23 1.48
H 2.23 -0.39 0.81
H 1.23 -1.73 1.47
H 0.70 1.14 1.86
H -0.44 -0.18 2.25
Pm -1.56 1.22 -4.00
H -2.78 1.31 -2.20
*
```

Results
HOMO energy (alpha / beta), eV: -11.448 / -11.445
HOMO-LUMO gap (alpha / beta), eV: 7.00 / 7.10
Expectation value of S²: 8.757

# 16
The following is a quantum chemistry calculation of a structure of composition C3H5O3Sr, from OMol25.

```
! wB97M-V def2-TZVPD RIJCOSX def2/J DEFGRID3
* xyz 1 1
H -4.27 2.83 -1.65
O 0.32 -0.27 -0.85
C -0.32 0.18 0.18
C 1.53 -0.97 -0.47
O -3.63 2.80 -0.94
O 0.24 -0.17 1.29
C 1.48 -0.90 1.06
Sr -2.87 1.12 0.11
H 2.38 -0.43 -0.91
H 1.47 -1.99 -0.87
H 2.29 -0.32 1.51
H 1.38 -1.87 1.55
*
```

Results
HOMO energy, eV: -13.183
HOMO-LUMO gap, eV: 8.95

# 17
The following is a quantum chemistry calculation of a structure of composition C3H5O4Pb in a non-equilibrium geometry, from OMol25.

```
! wB97M-V def2-TZVPD RIJCOSX def2/J DEFGRID3
* xyz 1 1
O -0.75 1.73 1.04
C 0.01 1.77 0.03
C -1.34 0.03 1.18
O 1.04 2.39 -0.19
O -0.04 0.56 -0.68
C -0.70 -0.52 0.01
H -2.44 0.04 1.16
H -0.88 -0.20 2.15
H -1.33 -1.01 -0.74
H 0.45 -1.50 -0.14
O 1.88 -1.45 -0.88
H 2.18 -2.25 -1.32
Pb 1.94 0.41 -1.61
*
```

Results
HOMO energy, eV: -14.118
HOMO-LUMO gap, eV: 9.07

# 18
The following is a quantum chemistry calculation of a structure of composition C3H5O4Pr in a non-equilibrium geometry, from OMol25.

```
! wB97M-V def2-TZVPD RIJCOSX def2/J DEFGRID3
* xyz 2 3
O -1.19 0.71 1.78
C -1.66 0.34 0.68
C 0.69 0.14 1.72
O -2.49 0.83 -0.08
O -0.74 -0.47 -0.04
C 0.61 -0.46 0.44
H 0.89 -0.51 2.56
H 1.06 1.17 1.78
H 0.97 -1.49 0.30
H 1.27 -0.11 -1.10
O 0.76 0.12 -2.43
H 1.37 -0.22 -3.10
Pr -1.54 -0.05 -2.50
*
```

Results
HOMO energy (alpha / beta), eV: -16.327 / -17.554
HOMO-LUMO gap (alpha / beta), eV: 4.84 / 8.32
Expectation value of S²: 2.453

# 19
The following is a quantum chemistry calculation of a structure of composition C3H5O4Rb in a non-equilibrium geometry, from OMol25.

```
! wB97M-V def2-TZVPD RIJCOSX def2/J DEFGRID3
* xyz 0 1
C -1.11 -1.53 1.08
O -0.60 -0.27 0.71
C -0.58 -0.02 -0.72
O -0.05 1.20 -0.91
Rb 0.00 2.67 1.56
H -1.01 -1.63 2.17
H -2.17 -1.63 0.80
H -0.54 -2.34 0.60
H -1.63 -0.12 -1.08
H 0.03 -0.84 -1.17
O 2.59 2.03 0.01
C 2.35 1.45 -1.01
O 2.72 1.02 -2.04
*
```

Results
HOMO energy, eV: -7.588
HOMO-LUMO gap, eV: 6.91

# 20
The following is a quantum chemistry calculation of a structure of composition C3H5O5Rh in a non-equilibrium geometry, from OMol25.

```
! wB97M-V def2-TZVPD RIJCOSX def2/J DEFGRID3
* xyz 1 6
O -1.34 -2.12 0.62
C -1.78 -0.88 0.68
C -2.27 -0.14 -0.70
O -1.92 1.17 -0.69
H 2.52 0.47 -1.74
H -1.34 -0.19 1.42
H -2.59 -2.03 0.74
H -3.36 -0.29 -0.74
H -1.82 -0.73 -1.52
Rh -0.17 1.47 -0.22
O 1.27 0.96 0.86
C 2.25 0.43 0.23
O 3.43 0.46 0.55
O 1.88 0.16 -1.06
*
```

Results
HOMO energy (alpha / beta), eV: -12.857 / -14.953
HOMO-LUMO gap (alpha / beta), eV: 8.34 / 6.45
Expectation value of S²: 8.772